Entry 1:
113
Properties=species:S:1:pos:R:3:lowdin_charge:R:1 method="wB97M-V/def2-TZVPD" lumo_ha=0.0648 gap_ev=7.1 charge=-1
C -0.239 6.539 -0.730 -0.07
C -1.626 6.655 -1.342 -0.29
O -1.629 6.574 -2.752 -0.15
C -1.484 5.230 -3.216 -0.17
C -0.446 5.141 -4.328 -0.18
O 0.758 4.569 -3.846 -0.14
C 1.586 4.098 -4.891 -0.17
C 2.435 2.880 -4.383 -0.20
O 1.777 2.296 -3.313 -0.20
C 2.549 1.255 -2.702 -0.23
P 1.516 -0.127 -1.870 0.71
C 0.970 0.837 -0.305 -0.24
C 1.415 2.297 -0.171 -0.23
C 0.936 2.821 1.232 -0.19
C 1.917 2.301 2.336 -0.27
N 2.746 3.365 2.959 0.00
C 3.137 -0.545 -0.901 -0.20
C 4.331 -1.104 -1.697 -0.18
O 5.582 -0.593 -1.101 -0.05
C 5.915 -1.241 0.021 -0.42
O 6.236 -0.656 0.979 0.11
C -0.059 0.193 -2.916 -0.19
C -0.978 1.347 -2.508 -0.13
C -1.946 1.678 -3.636 -0.52
O -3.055 1.989 -3.423 0.13
O -1.500 1.672 -4.949 0.05
O 1.936 -1.215 -3.226 -0.34
C 1.677 -2.531 -3.009 -0.76
I 1.279 -3.726 -4.761 0.78
C 0.733 -2.715 -1.750 -0.50
C -0.718 -3.254 -1.968 -0.15
C -1.828 -2.481 -1.240 -0.27
N -3.037 -3.292 -1.008 -0.01
C 1.409 -3.675 -0.734 -0.12
C 0.819 -3.606 0.659 -0.16
F 1.014 -4.866 1.273 -0.09
O 0.701 -1.483 -1.075 -0.28
H 0.362 7.414 -0.990 0.08
H -0.263 6.507 0.363 0.07
H 0.324 5.668 -1.077 0.06
H -2.338 5.933 -0.920 0.12
H -2.022 7.644 -1.093 0.11
H -1.176 4.622 -2.363 0.11
H -2.430 4.826 -3.584 0.12
H -0.218 6.140 -4.722 0.13
H -0.882 4.522 -5.122 0.11
H 2.235 4.926 -5.198 0.12
H 0.978 3.722 -5.720 0.11
H 3.433 3.270 -4.121 0.12
H 2.581 2.155 -5.198 0.12
H 3.360 1.644 -2.076 0.10
H 3.050 0.737 -3.535 0.09
H 1.468 0.320 0.523 0.07
H -0.083 0.686 -0.055 0.08
H 2.500 2.417 -0.150 0.10
H 0.990 2.980 -0.910 0.08
H -0.032 2.329 1.379 0.08
H 0.808 3.905 1.241 0.09
H 2.601 1.629 1.811 0.09
H 1.417 1.662 3.069 0.10
H 3.706 3.044 2.910 0.06
H 2.528 3.366 3.952 0.04
H 2.887 -1.310 -0.158 0.08
H 3.528 0.294 -0.323 0.08
H 4.386 -0.826 -2.743 0.11
H 4.386 -2.194 -1.582 0.10
H 5.927 -2.344 -0.030 0.15
H 0.271 0.388 -3.937 0.08
H -0.686 -0.699 -2.999 0.08
H -0.471 2.290 -2.290 0.10
H -1.625 1.133 -1.660 0.12
H -1.719 0.818 -5.347 0.11
H 2.612 -2.981 -2.653 0.04
H -0.976 -3.232 -3.033 0.05
H -0.712 -4.317 -1.713 0.11
H -2.166 -1.641 -1.846 0.10
H -1.542 -2.082 -0.269 0.10
H -2.882 -3.969 -0.271 0.04
H -3.350 -3.728 -1.865 0.06
H 1.318 -4.707 -1.097 0.12
H 2.481 -3.468 -0.651 0.10
H -0.252 -3.424 0.688 0.11
H 1.342 -2.897 1.296 0.12
O 0.494 2.216 5.884 -0.28
S -0.590 3.151 5.874 0.57
O -0.618 4.266 6.771 -0.28
O -1.962 2.345 6.013 -0.26
C -2.096 1.427 7.109 -0.26
C -2.395 2.139 8.415 -0.08
C -0.837 3.734 4.233 -0.12
H -1.204 0.804 7.192 0.11
H -2.926 0.770 6.852 0.12
H -1.542 2.733 8.743 0.07
H -2.626 1.415 9.197 0.08
H -3.239 2.819 8.298 0.08
H -0.870 2.884 3.557 0.06
H 0.001 4.381 3.977 0.08
H -1.766 4.298 4.197 0.08
O -3.550 -6.563 0.620 -0.27
S -3.961 -7.082 1.886 0.57
O -3.666 -6.389 3.100 -0.27
O -3.454 -8.589 2.011 -0.27
C -2.054 -8.843 1.785 -0.25
C -1.205 -8.464 2.982 -0.07
C -5.688 -7.433 1.838 -0.12
H -1.717 -8.330 0.883 0.12
H -1.970 -9.913 1.599 0.12
H -1.197 -7.385 3.133 0.07
H -0.175 -8.793 2.836 0.08
H -1.598 -8.918 3.892 0.08
H -5.905 -8.006 0.940 0.07
H -6.214 -6.481 1.816 0.08
H -5.957 -7.990 2.732 0.07


Entry 2:
103
Properties=species:S:1:pos:R:3:lowdin_charge:R:1 method="wB97M-V/def2-TZVPD" lumo_ha=-0.0852 gap_ev=8.2 charge=+1
C 5.225 -0.812 0.821 -0.15
C 3.942 -1.595 0.506 -0.52
S 2.722 -1.287 1.809 0.95
C 1.398 -2.481 1.506 -0.37
C 0.153 -1.895 0.735 -0.34
C -1.062 -2.099 1.640 -0.25
C -2.166 -2.777 1.197 -0.01
C -3.270 -2.901 2.021 -0.08
C -3.173 -2.317 3.257 -0.04
C -2.010 -1.690 3.612 -0.10
N -0.928 -1.551 2.850 0.14
C 0.178 -2.656 -0.604 -0.04
N -0.322 -1.686 -1.658 -0.05
C -1.145 -2.188 -2.788 -0.05
C -0.263 -2.550 -3.966 -0.34
C 0.051 -1.362 -4.870 0.00
F 0.919 -3.125 -3.518 0.00
C -0.795 -0.499 -0.884 -0.04
C 0.291 -0.442 0.202 -0.24
C 0.171 0.727 1.162 -0.14
C 1.272 1.807 0.930 -0.17
C 0.630 3.156 0.592 -0.20
C 0.055 3.852 1.833 -0.18
C -1.353 3.395 2.218 -0.16
C -2.310 3.351 1.051 -0.21
O -3.665 3.217 1.474 0.02
C -4.077 1.918 1.522 -0.48
C -3.888 1.021 0.314 0.02
O -4.629 1.477 2.519 0.11
H 5.502 -0.211 -0.035 0.07
H 5.049 -0.200 1.692 0.02
H 6.027 -1.503 1.038 0.08
H 4.128 -2.665 0.463 0.05
H 3.558 -1.327 -0.478 0.06
H 1.121 -2.912 2.457 0.08
H 1.848 -3.284 0.930 0.06
H -2.211 -3.196 0.207 0.10
H -4.163 -3.422 1.725 0.10
H -3.998 -2.345 3.948 0.12
H -1.948 -1.262 4.604 0.12
H -0.333 -3.613 -0.606 0.14
H 1.155 -2.932 -0.984 0.13
H 0.513 -1.318 -2.119 0.17
H -1.816 -2.989 -2.506 0.14
H -1.752 -1.355 -3.131 0.10
H -0.775 -3.289 -4.571 0.15
H -0.468 -1.475 -5.813 0.09
H 1.107 -1.336 -5.114 0.09
H -0.244 -0.408 -4.441 0.07
H -1.742 -0.841 -0.474 0.12
H -0.920 0.409 -1.460 0.13
H 1.237 -0.423 -0.344 0.12
H 0.235 0.418 2.192 0.10
H -0.761 1.236 0.931 0.08
H 2.002 1.515 0.180 0.10
H 1.831 1.929 1.854 0.10
H 1.392 3.804 0.164 0.11
H -0.101 2.985 -0.200 0.07
H 0.029 4.924 1.640 0.11
H 0.728 3.709 2.672 0.11
H -1.753 4.116 2.928 0.13
H -1.320 2.454 2.763 0.12
H -2.001 2.570 0.361 0.07
H -2.222 4.286 0.502 0.13
H -3.369 1.555 -0.477 0.07
H -4.815 0.610 -0.058 0.08
H -3.214 0.226 0.624 0.07
C -1.734 3.771 -2.668 -0.12
O -0.718 2.822 -2.324 -0.15
H -1.785 4.505 -1.870 0.07
H -1.486 4.277 -3.602 0.08
H -2.706 3.280 -2.766 0.08
H -0.674 2.182 -3.040 0.06
C 6.880 2.611 1.653 -0.15
O 6.406 1.519 2.445 -0.14
H 6.046 2.997 1.073 0.07
H 7.263 3.404 2.296 0.07
H 7.666 2.274 0.971 0.08
H 7.150 1.189 2.955 0.08
C 4.441 4.909 2.865 -0.15
O 5.654 5.498 2.399 -0.13
H 4.520 3.830 2.751 0.06
H 4.286 5.149 3.920 0.08
H 3.594 5.274 2.276 0.07
H 5.571 6.449 2.505 0.08
C 3.308 -5.847 -0.222 -0.16
O 3.920 -5.384 0.977 -0.13
H 3.707 -5.261 -1.047 0.08
H 3.535 -6.901 -0.394 0.08
H 2.221 -5.714 -0.182 0.07
H 3.568 -5.905 1.703 0.08
C -3.977 -0.176 -5.604 -0.13
O -3.537 -0.243 -4.242 -0.15
H -3.097 -0.194 -6.241 0.07
H -4.611 -1.032 -5.845 0.08
H -4.529 0.747 -5.784 0.08
H -4.323 -0.226 -3.688 0.07
C -6.267 -2.123 0.112 -0.10
O -5.241 -2.399 1.062 -0.18
H -6.623 -3.064 -0.298 0.09
H -7.099 -1.606 0.595 0.09
H -5.872 -1.508 -0.704 0.06
H -4.947 -1.553 1.415 0.07


Entry 3:
99
Properties=species:S:1:pos:R:3:lowdin_charge:R:1 method="wB97M-V/def2-TZVPD" lumo_ha=0.0101 e_above_lowest_ev=0.000 gap_ev=4.8 charge=0
Li 0.461 0.884 -0.720 0.61
C 2.221 -1.926 0.453 -0.04
C 2.494 -1.268 -0.911 -0.51
C 3.501 -2.095 -1.627 -0.13
C 3.648 -1.821 -3.156 -0.17
C 2.315 -2.092 -3.770 -0.16
C 1.164 -1.204 -3.220 -0.43
N 1.245 -1.163 -1.684 -0.25
O 0.161 -1.064 -0.976 -0.32
C -0.258 -1.769 -3.656 -0.04
C 1.222 0.230 -3.799 -0.05
C 3.052 0.101 -0.633 -0.05
H 3.163 -2.183 0.875 0.07
H 1.755 -2.926 0.408 0.09
H 1.735 -1.352 1.174 0.04
H 3.234 -3.099 -1.544 0.10
H 4.496 -1.960 -1.206 0.12
H 4.335 -2.437 -3.765 0.12
H 4.017 -0.798 -3.309 0.10
H 2.086 -3.081 -3.436 0.11
H 2.322 -2.013 -4.824 0.10
H -0.362 -2.077 -4.729 0.09
H -1.088 -1.055 -3.333 0.08
H -0.532 -2.614 -3.049 0.06
H 1.185 0.170 -4.915 0.09
H 2.140 0.663 -3.410 0.04
H 0.318 0.818 -3.492 0.08
H 4.018 0.073 -0.173 0.08
H 2.407 0.766 -0.041 0.08
H 3.352 0.599 -1.543 0.06
C 3.392 3.559 -1.023 -0.06
C 2.429 3.198 -2.139 -0.30
O 1.249 2.615 -1.673 -0.13
H 4.060 2.743 -0.806 0.06
H 2.878 3.804 -0.128 0.05
H 3.982 4.385 -1.400 0.08
H 2.962 2.540 -2.880 0.12
H 2.161 4.129 -2.667 0.12
H 0.764 3.243 -1.143 0.03
C 0.525 5.014 0.526 -0.02
C -0.935 4.613 0.260 -0.40
C -1.387 5.246 -1.084 -0.12
C -2.760 4.714 -1.581 -0.16
C -2.682 3.180 -1.729 -0.11
C -2.282 2.514 -0.407 -0.43
N -1.045 3.135 0.118 -0.23
O -0.296 2.403 0.833 -0.02
C -2.019 1.049 -0.636 -0.06
C -3.349 2.486 0.771 0.01
C -1.849 5.095 1.503 0.00
H 1.110 4.280 1.009 0.06
H 0.625 5.889 1.166 0.09
H 1.071 5.201 -0.377 0.07
H -0.671 4.943 -1.809 0.10
H -1.371 6.303 -1.119 0.11
H -3.008 5.227 -2.522 0.11
H -3.548 5.027 -0.844 0.11
H -1.947 3.059 -2.528 0.12
H -3.615 2.762 -2.207 0.14
H -0.749 2.338 1.682 0.12
H -1.323 0.946 -1.480 0.07
H -2.930 0.551 -0.815 0.09
H -1.707 0.458 0.238 0.06
H -2.862 2.284 1.699 0.07
H -4.132 1.785 0.767 0.07
H -3.737 3.442 0.923 0.04
H -1.397 6.041 1.876 0.08
H -1.788 4.323 2.247 0.07
H -2.817 5.425 1.200 0.05
C 1.043 -3.855 3.410 -0.03
C -0.272 -4.488 3.009 -0.49
C -1.262 -4.510 4.148 -0.15
C -1.835 -3.141 4.490 -0.15
C -2.606 -2.645 3.201 -0.12
C -1.734 -2.544 1.948 -0.47
N -0.823 -3.729 1.840 -0.17
O -0.390 -4.008 0.670 0.01
C -0.871 -1.274 2.103 -0.03
C -2.646 -2.417 0.748 -0.03
C 0.078 -5.931 2.586 -0.04
H 0.895 -2.984 3.999 0.06
H 1.648 -3.479 2.577 0.08
H 1.604 -4.522 4.020 0.07
H -0.836 -4.989 5.070 0.14
H -2.037 -5.166 3.817 0.11
H -1.116 -2.474 4.809 0.07
H -2.514 -3.286 5.324 0.11
H -3.172 -1.648 3.358 0.14
H -3.399 -3.371 3.141 0.10
H -0.371 -4.967 0.744 0.09
H -1.497 -0.430 2.300 0.06
H -0.380 -1.007 1.200 0.03
H -0.152 -1.360 2.924 0.08
H -3.261 -3.279 0.642 0.07
H -2.067 -2.286 -0.217 0.10
H -3.325 -1.551 0.844 0.08
H 0.962 -5.907 2.027 0.06
H -0.777 -6.488 2.020 0.13
H 0.312 -6.519 3.438 0.07


Entry 4:
105
Properties=species:S:1:pos:R:3:lowdin_charge:R:1 method="wB97M-V/def2-TZVPD" lumo_ha=-0.0548 e_above_lowest_ev=2.969 gap_ev=10.4 charge=+1
N 0.130 -0.273 0.369 0.26
H 0.617 -0.294 -0.601 0.14
H 0.878 -0.362 1.101 0.10
H -0.530 -1.091 0.470 0.10
H -0.223 0.724 0.467 0.11
O 2.331 -2.655 0.829 0.11
C 3.307 -3.290 0.940 -0.55
O 3.750 -4.336 0.119 -0.01
C 3.073 -4.758 -1.165 -0.16
C 2.300 -6.002 -1.066 -0.02
C 4.269 -3.072 2.032 0.01
H 3.738 -4.841 -1.955 0.11
H 2.704 -3.913 -1.520 0.07
H 1.312 -5.740 -0.596 0.11
H 2.812 -6.696 -0.661 0.02
H 2.239 -6.357 -2.041 0.07
H 3.900 -2.249 2.701 0.07
H 5.162 -2.538 1.703 0.09
H 4.492 -4.055 2.586 0.13
O 3.149 0.301 0.439 0.02
C 3.704 1.198 1.148 -0.44
O 3.902 2.467 0.779 -0.02
C 3.819 2.804 -0.531 -0.31
C 4.128 4.284 -0.724 -0.05
C 4.274 0.715 2.522 0.05
H 2.766 2.686 -1.024 0.12
H 4.508 1.963 -0.901 0.15
H 5.148 4.501 -0.203 0.12
H 3.379 4.742 -0.047 0.07
H 4.020 4.526 -1.784 0.08
H 3.598 -0.018 2.848 0.05
H 4.200 1.721 3.118 0.13
H 5.239 0.522 2.272 0.05
O -2.348 -0.182 -0.959 0.07
C -3.172 -0.280 -1.861 -0.55
O -3.919 0.701 -2.420 0.02
C -3.535 2.032 -2.040 -0.19
C -4.343 3.087 -2.899 -0.02
C -3.445 -1.617 -2.336 0.01
H -2.551 2.069 -2.066 0.04
H -3.780 2.182 -1.074 0.07
H -4.331 2.807 -3.907 0.04
H -4.023 4.207 -2.709 0.11
H -5.359 3.115 -2.520 0.07
H -3.776 -2.349 -1.514 0.12
H -2.508 -2.029 -3.100 0.16
H -4.317 -1.502 -2.920 0.06
O -0.064 -2.471 -1.484 0.08
C -0.604 -3.521 -1.243 -0.43
O -0.910 -4.492 -2.267 -0.08
C -0.520 -4.387 -3.582 -0.27
C -0.791 -5.726 -4.326 -0.06
C -0.955 -4.005 0.170 0.04
H 0.460 -4.257 -3.708 0.07
H -1.358 -3.550 -3.909 0.16
H -0.532 -5.531 -5.447 0.11
H -1.968 -6.113 -4.159 0.14
H -0.298 -6.559 -4.030 0.00
H -1.064 -5.058 0.153 0.07
H -2.013 -3.528 0.414 0.15
H -0.259 -3.707 0.813 0.00
O -1.282 3.057 -0.204 0.02
C -1.019 4.211 0.280 -0.43
O -1.920 5.075 0.683 0.04
C -3.239 4.790 0.711 -0.25
C -3.900 5.353 2.015 -0.05
C 0.462 4.533 0.369 0.03
H -3.217 3.705 0.897 0.10
H -3.841 5.100 -0.004 0.08
H -3.271 5.231 2.913 0.06
H -5.017 5.113 2.170 0.11
H -3.837 6.451 1.888 0.08
H 0.872 4.513 1.485 0.15
H 0.932 5.323 -0.092 0.05
H 1.020 3.786 -0.157 0.04
C -0.219 0.679 -4.151 0.01
C 0.243 1.943 -3.357 -0.35
O 0.902 1.712 -2.222 -0.05
C 0.235 3.312 -3.999 -0.03
H -0.194 -0.005 -3.352 0.04
H 0.693 0.433 -4.864 0.15
H -1.151 0.739 -4.506 0.03
H 1.099 3.307 -4.769 0.13
H 0.286 4.238 -3.403 0.09
H -0.582 3.373 -4.686 0.06
C -2.063 1.948 2.707 0.00
C -0.695 1.924 3.307 -0.34
O 0.436 1.469 2.809 -0.03
C -0.567 2.545 4.741 0.00
H -1.920 1.433 1.882 0.00
H -2.559 3.060 2.932 0.16
H -2.722 1.143 3.048 0.11
H 0.465 2.633 5.033 0.08
H -1.233 2.120 5.219 -0.02
H -0.755 3.662 4.923 0.12
C 0.930 -2.978 3.901 -0.04
C -0.487 -2.505 3.881 -0.40
O -0.786 -1.718 2.872 -0.05
C -1.429 -2.833 5.032 0.00
H 1.383 -3.360 4.983 0.15
H 1.678 -2.250 3.824 0.03
H 1.171 -3.697 3.061 0.10
H -2.179 -2.037 4.904 0.09
H -0.767 -2.679 5.896 0.09
H -1.820 -3.799 4.716 0.10


| no. | M (g/mol) |
| --- | --- |
| 1 | 919.824 |
| 2 | 617.886 |
| 3 | 523.773 |
| 4 | 632.809 |